ORCA calculation (ωB97M-V with the def2-TZVPD basis set) on a molecular structure, C39H46MnN4OP in a non-equilibrium geometry.

DFT total energy: -3298.737365 hartree
LUMO level (alpha / beta): -3.06 / -3.16 eV
HOMO energy (alpha / beta): -8.780 / -8.557 eV
Orbital gap (alpha / beta): 5.7 / 5.4 eV

ORCA input file:
```
! wB97M-V def2-TZVPD RIJCOSX def2/J DEFGRID3
* xyz 1 2
Mn 1.0980 0.2688 0.2687
C -1.4366 0.2821 2.6838
C -0.0166 0.2728 3.1516
C 0.3041 0.2717 4.5012
C 1.6402 0.2707 4.8810
C 2.6373 0.2717 3.9135
C 2.2793 0.2716 2.5716
N 0.9234 0.2710 2.1944
C 3.3377 0.2719 1.4889
C 4.7151 0.2731 1.5160
C 5.4024 0.2723 0.2733
C 4.7200 0.2702 -0.9716
C 3.3423 0.2689 -0.9502
N 2.8179 0.2701 0.2702
C 2.2903 0.2674 -2.0432
C 2.6560 0.2673 -3.3920
C 1.6573 0.2648 -4.4143
C 0.3116 0.2656 -4.0935
C -0.0526 0.2729 -2.7238
C -1.4983 0.2691 -2.2882
N 0.9244 0.2684 -1.6786
H -2.1390 0.2866 3.5210
H -1.6409 -0.5865 2.0800
H -1.6160 1.1585 2.0895
H -0.4747 0.2734 5.2543
H 1.9040 0.2706 5.9333
H 3.6755 0.2719 4.2199
H 5.2723 0.2745 2.4433
H 6.4875 0.2733 0.2754
H 5.2810 0.2696 -1.8966
H 3.6985 0.2671 -3.6819
H 1.9570 0.2614 -5.4567
H -0.4401 0.2599 -4.8728
H -2.1831 0.2657 -3.1458
H -1.7105 1.1822 -1.6748
H -1.7201 -0.6544 -1.6395
C -0.5054 4.6555 1.5077
C -1.4137 3.5059 1.0640
C -2.1952 3.0257 2.2870
P -0.4209 2.1186 0.2539
C 0.2088 2.9296 -1.3569
C 1.5907 3.5464 -1.1044
C 0.3590 1.9539 -2.5438
C -1.7776 0.9340 -0.3940
C -2.9826 1.4650 -1.0019
C -3.9802 0.6198 -1.5141
C -5.2362 1.1879 -2.1021
C -3.8074 -0.7858 -1.4407
C -2.6562 -1.3414 -0.8782
C -1.5943 -0.5284 -0.3193
N -0.4185 -1.0608 0.2692
C -0.2315 -2.5027 0.3491
C -0.7617 -3.3188 1.4199
C -1.6117 -2.7718 2.5215
C -0.5224 -4.6976 1.4520
C 0.2483 -5.3304 0.4961
C 0.5307 -6.7995 0.5921
C 0.8130 -4.5696 -0.5082
C 0.5978 -3.1910 -0.6007
C 1.2654 -2.4782 -1.7237
H -1.0700 5.3947 2.0837
H -0.0913 5.1866 0.6473
H 0.3249 4.3088 2.1310
H -2.1320 3.9135 0.3470
H -1.5336 2.6302 3.0591
H -2.9181 2.2486 2.0344
H -2.7587 3.8554 2.7268
H -0.4893 3.7187 -1.6564
H 2.3307 2.7797 -0.8526
H 1.5888 4.2736 -0.2908
H 1.9465 4.0659 -1.9997
H 1.0209 1.0473 -2.2535
H 0.8229 2.4435 -3.4051
H -0.6086 1.5901 -2.8897
H -3.1212 2.5382 -1.0864
H -5.1339 2.2565 -2.3083
H -6.0704 1.0514 -1.4087
H -5.4745 0.6935 -3.0480
H -4.5678 -1.4568 -1.8233
H -2.5678 -2.4254 -0.8544
H -1.1890 -1.8724 2.9280
H -1.6816 -3.4836 3.3494
H -2.6260 -2.5757 2.1618
H -0.9492 -5.2814 2.2607
H -0.3124 -7.3312 1.0407
H 1.4206 -6.9710 1.2035
H 0.6963 -7.2319 -0.3980
H 1.4462 -5.0499 -1.2464
H 1.8915 -3.1580 -2.3086
H 1.9104 -1.6999 -1.3431
H 0.5255 -2.0500 -2.4018
O -0.5326 0.2684 0.2693
*
```

***

ORCA calculation (ωB97M-V with the def2-TZVPD basis set) on 2 unconnected molecules or ions with the total composition C39H46N3O2 in a non-equilibrium geometry.

DFT total energy: -1828.150358 hartree
LUMO level: -5.00 eV
HOMO energy: -9.574 eV
Energy relative to the best compared isomer or geometry (same formula, charge and spin): 0.0 kJ/mol
Orbital gap: 4.6 eV

ORCA input file:
```
! wB97M-V def2-TZVPD RIJCOSX def2/J DEFGRID3
* xyz 1 1
C 5.7550 4.2890 2.1981
C 4.7740 3.1447 1.9977
N 3.8766 3.4620 0.8878
C 2.7613 2.6389 0.7191
C 2.6352 1.4104 1.4050
C 1.5360 0.5976 1.1918
C 0.4599 1.0398 0.3781
C -0.7683 0.2944 0.2676
C -2.0261 1.0140 0.3728
C -2.1244 2.1866 1.1859
C -3.3047 2.8852 1.3361
C -4.4595 2.5076 0.6197
N -5.6724 3.1700 0.7970
C -5.8090 4.0114 1.9795
C -7.2615 4.4345 2.1920
O -7.8421 4.9596 0.9948
C -7.8461 3.9965 -0.0570
C -6.4421 3.4966 -0.3962
C -4.3719 1.3802 -0.2355
C -3.2261 0.5987 -0.2710
C 0.5792 2.3006 -0.2765
C 1.7107 3.0715 -0.1267
C 4.4564 4.0136 -0.3325
C 5.5809 5.0071 -0.0530
O 6.4613 4.5854 0.9863
H 5.2002 5.1742 2.5722
H 6.5372 3.9832 2.9069
H 5.3324 2.2090 1.8083
H 4.1663 3.0263 2.9037
H 3.4238 1.0669 2.0755
H 1.4518 -0.3549 1.7180
H -0.7487 -0.7572 0.5590
H -1.2425 2.5394 1.7197
H -3.3303 3.7665 1.9785
H -5.4858 3.4243 2.8486
H -5.1776 4.9175 1.9099
H -7.8315 3.5588 2.5632
H -7.3018 5.2661 2.9089
H -8.4832 3.1323 0.2134
H -8.2705 4.5366 -0.9159
H -5.9403 4.2890 -0.9934
H -6.5350 2.6034 -1.0221
H -5.2355 1.0929 -0.8348
H -3.2344 -0.3337 -0.8347
H -0.2509 2.6552 -0.8859
H 1.7839 4.0360 -0.6333
H 4.8720 3.2091 -0.9730
H 3.6726 4.5243 -0.9006
H 6.2281 5.0832 -0.9370
H 5.1483 5.9948 0.1945
C 3.0345 -7.4213 1.9556
C 3.9034 -6.9076 1.0061
C 3.6357 -5.6741 0.3622
C 4.5241 -5.1377 -0.5997
C 4.2401 -3.9452 -1.2481
C 3.0393 -3.2646 -0.9647
C 2.1648 -3.7110 0.0138
C 0.8832 -2.9173 0.2669
C 0.0081 -3.1445 -0.9617
C -1.4709 -2.8075 -0.9653
C -1.8280 -2.3316 -2.3959
C -1.1464 -0.9705 -2.6815
C 0.3224 -1.0769 -2.3253
N 0.6752 -2.4809 -2.0783
C 0.2923 -3.2714 -3.3231
C -1.2211 -3.3431 -3.4040
C 2.4256 -4.9545 0.6854
C 1.5287 -5.5464 1.6059
C 1.8401 -6.7359 2.2545
H 3.2705 -8.3537 2.4717
H 4.8211 -7.4374 0.7458
H 5.4398 -5.6917 -0.8188
H 4.9315 -3.5388 -1.9844
H 2.7772 -2.3741 -1.5388
H 0.3738 -3.2343 1.1818
H 1.1283 -1.8460 0.3594
H 0.0767 -4.2222 -1.1995
H -2.0256 -3.7227 -0.7131
H -1.7174 -2.0514 -0.2172
H -2.9122 -2.2575 -2.5230
H -1.2211 -0.7224 -3.7480
H -1.6031 -0.1654 -2.1047
H 0.9505 -0.7534 -3.1697
H 0.5901 -0.4676 -1.4619
H 0.7146 -2.7494 -4.1879
H 0.7426 -4.2662 -3.2282
H -1.5557 -4.3614 -3.1792
H -1.5444 -3.0904 -4.4188
H 0.5790 -5.0539 1.8207
H 1.1513 -7.1372 3.0003
*
```